Density functional theory data (ωB97M-V/def2-TZVPD) for 12 unconnected molecules or ions with the total composition C72H180N12O24 at a distorted geometry.

As for the SMILES: COCCNCCOC.COCCNCCOC.COCCNCCOC.COCCNCCOC.COCCNCCOC.COCCNCCOC.COCCNCCOC.COCCNCCOC.COCCNCCOC.COCCNCCOC.COCCNCCOC.COCCNCCOC. The HOMO energy is -8.22 eV. As for the energy: -144581.4444 eV. The value obtained for the energy above the lowest of the compared OMol25 structures with the same formula, charge and spin is 6.078 eV. As for the LUMO energy: 0.5 eV. Its strongest force on any atom is 0.07222 Eh/bohr.

Last column: Löwdin charge in e.
Geometry (Å):
C1 23.6629 -14.3789 -10.7718  -0.29
H1 19.1008 -4.9070 2.2919  0.10
H2 17.3890 -11.1534 -6.5896  0.10
N1 18.6316 -10.9657 -4.9287  -0.04
H3 23.0807 -15.2767 -12.5559  0.12
H4 13.3522 -3.4413 -1.4049  0.11
H5 11.5217 -7.2322 -4.1857  0.10
H6 23.2141 -11.3305 -10.5053  0.06
O1 22.5162 -14.4042 -10.0339  -0.19
H7 11.2049 -7.2341 -5.7889  0.11
C2 15.6030 -16.1064 -3.5652  -0.19
C3 25.8972 -15.7461 -15.9042  -0.08
O2 23.6850 -12.8998 -4.5854  -0.19
H8 20.4816 -8.6784 0.3210  0.11
C4 8.1900 -6.3983 -5.9734  -0.08
O3 8.9068 -5.4680 -5.1063  -0.18
H9 8.5863 -10.5515 -4.2947  0.08
C5 24.0408 -10.6268 -10.6030  -0.13
C6 18.9322 -13.9186 -2.2418  -0.21
H10 20.5571 -13.1438 -8.8533  0.08
C7 11.7999 -16.9079 -0.4962  -0.10
H11 18.4955 -7.0385 -1.9457  0.07
H12 12.3648 -2.2502 -3.4425  0.11
H13 16.1706 -11.9809 -11.0775  0.11
C8 22.5067 -12.7596 -2.4434  -0.18
H14 14.6385 -11.4883 -2.3877  0.12
H15 26.3278 -16.0800 -16.8483  0.08
C9 16.9891 -16.0233 -7.1083  -0.12
H16 18.0006 -13.5002 -2.6226  0.10
H17 15.5660 -4.0037 -1.7365  0.08
H18 24.9112 -6.6734 3.9197  0.12
H19 10.6345 -2.7193 -5.3966  0.11
C10 17.5199 -7.4997 -1.7918  -0.07
H20 21.6241 -11.7847 -8.8156  0.08
H21 12.4183 -10.5732 -2.5285  0.12
H22 17.9891 -15.6141 -7.2524  0.07
C11 18.8219 -9.4473 -9.7441  -0.11
H23 18.6386 -7.9047 1.8283  0.06
C12 11.5481 -7.9296 -5.0230  -0.18
H24 22.2999 -12.0685 -1.6262  0.10
H25 19.5719 -10.1551 -9.3913  0.07
C13 12.7774 -10.1817 -11.7219  -0.21
H26 23.2511 -14.9870 -8.1958  0.09
H27 16.9220 1.5288 3.1432  0.08
H28 25.4483 -15.1010 -12.7043  0.10
C14 18.5033 -3.8770 0.4567  -0.15
N2 12.9939 -8.2190 -5.1427  -0.03
H29 11.8936 -10.6108 -12.1939  0.11
C15 12.9634 -3.9269 -2.3000  -0.23
H30 25.0424 -17.9069 -12.5219  0.11
H31 27.4974 -8.8267 2.5514  0.09
H32 7.3555 -5.9494 -6.5121  0.09
H33 8.8976 -6.9526 -6.5899  0.08
H34 16.1061 -13.2284 1.4162  0.12
H35 22.7120 -16.4158 -9.1422  0.09
C16 22.8942 -8.6811 -5.2541  -0.27
C17 22.9154 -12.0854 -3.8051  -0.23
H36 20.2073 -4.4918 -4.1202  0.09
H37 18.5489 -8.9214 -8.8292  0.06
H38 15.1850 -13.4298 -0.9363  0.11
H39 12.1402 -7.9640 -2.1869  0.07
H40 19.7178 -13.1604 -6.1029  0.12
C18 11.6977 -8.4247 -1.3038  -0.10
H41 16.3623 -15.2702 -7.5859  0.08
C19 23.7333 -15.5311 -11.7207  -0.18
C20 26.3879 -17.2376 -13.9427  -0.18
H42 7.5220 -9.3149 -3.7938  0.09
H43 17.9293 -4.2815 -0.3769  0.09
O4 14.0336 -4.1337 -3.1960  -0.19
N3 11.2425 -4.0679 -3.9659  -0.07
H44 15.6889 -7.8122 -4.6265  0.10
H45 18.2625 -9.8797 -2.2316  0.12
H46 22.0060 -11.7772 -4.3210  0.12
H47 16.8922 1.9200 1.4548  0.09
H48 25.7393 -14.6678 -15.9237  0.08
H49 10.5917 -5.0055 -6.4149  0.11
O5 15.1682 -7.6793 -6.8466  -0.19
H50 14.9794 -10.5727 -0.9814  0.11
N4 17.5768 -2.9508 1.2001  -0.05
C21 23.5070 -8.8025 -6.6643  -0.20
H51 12.5608 -4.8551 -1.8945  0.12
C22 26.9195 -8.2518 3.2751  -0.15
H52 19.2768 -3.2447 0.0208  0.10
H53 12.3720 -9.5935 -14.1656  0.08
H54 15.9497 -4.8354 -3.2106  0.08
H55 21.3351 -2.4868 -1.1033  0.11
C23 15.9046 -15.5288 -4.9981  -0.18
C24 23.3048 -8.0584 3.8908  -0.17
C25 25.3812 -9.3332 -9.0036  -0.16
C26 9.7433 -4.6185 -5.8506  -0.24
H56 20.6669 -7.2198 -5.5966  0.08
H57 15.4097 -12.3685 -9.5994  0.12
H58 15.4974 -17.8362 -4.3876  0.10
H59 23.2592 -3.0175 -0.9740  0.11
N5 13.6078 -12.1667 -0.5806  -0.03
H60 24.8792 -7.3680 -6.2489  0.10
H61 22.0886 -7.9350 -2.0450  0.08
H62 22.9415 -7.6711 -4.8471  0.12
H63 17.3726 -0.7670 3.7335  0.12
C27 18.1058 -2.2531 2.3538  -0.24
H64 27.3021 -2.3664 -1.0464  0.08
C28 20.0910 -12.9949 -2.7330  -0.21
C29 21.6424 -2.9859 -2.0223  -0.22
H65 22.7017 -7.3011 4.3917  0.12
H66 25.7029 -10.1862 -8.4060  0.13
H67 13.7108 -6.6552 -4.0179  0.11
C30 17.6375 -10.0876 -4.2864  -0.16
H68 21.4738 -7.3117 0.0685  0.10
H69 24.8537 -7.2703 -8.6629  0.12
C31 25.3321 -8.1054 -8.1511  -0.22
H70 16.4031 -7.7076 -8.6252  0.09
O6 15.0859 -11.5900 1.8621  -0.17
C32 25.1095 -16.9963 -13.1173  -0.24
H71 15.5054 -10.0515 3.2986  0.09
H72 16.7482 -6.7335 -1.7185  0.07
H73 20.0813 -12.7125 -3.7857  0.08
C33 15.6604 -12.3678 0.9175  -0.29
O7 26.7073 -16.0597 -14.7217  -0.22
O8 25.5719 -1.1957 -1.2012  -0.21
C34 10.1984 -3.5322 -4.8160  -0.19
H74 17.4774 -8.0813 -0.8709  0.09
H75 16.8312 -10.6965 -3.8774  0.13
C35 17.0042 -10.9013 -9.4004  -0.23
O9 19.9346 -11.6346 -7.5242  -0.21
H76 13.4044 -8.1057 -14.1967  0.09
H77 16.9308 -7.7728 1.9219  0.08
H78 18.5971 -5.1117 -3.6774  0.08
H79 14.4877 -17.7653 -0.3714  0.11
H80 23.3613 -13.2883 -2.0211  0.12
C36 13.7565 -11.2472 -11.2734  -0.23
H81 11.9651 -4.6489 -4.3664  0.09
H82 23.1046 -1.4909 -3.5222  0.11
H83 17.9890 -6.7395 2.9874  0.09
H84 24.9447 -11.2295 -10.6915  0.08
H85 23.6198 -11.3012 -3.5278  0.11
H86 16.5764 -14.6711 -4.9670  0.10
H87 7.9010 -9.5375 -5.5043  0.08
H88 19.1375 -8.8193 -3.2470  0.11
O10 17.7069 -10.0742 -10.2841  -0.16
H89 14.8642 -5.5988 -2.0175  0.08
O11 13.4909 -9.3049 -12.5981  -0.22
H90 23.5093 -12.3737 -6.6678  0.06
N6 14.6992 -10.6099 -10.3556  -0.04
O12 22.4718 -9.0123 -0.3165  -0.18
O13 17.8244 -6.0631 1.0591  -0.19
H91 14.2278 -13.8976 0.4166  0.11
N7 21.3703 -13.6549 -2.5127  -0.06
H92 17.3254 -12.5145 -5.5558  0.11
C37 16.6489 1.1306 2.1660  -0.13
H93 22.7822 -8.3403 -7.3344  0.11
H94 21.6529 -12.9364 -7.5024  0.06
H95 13.2373 -12.0999 -10.8359  0.12
O14 12.6893 -9.3027 -0.8271  -0.18
H96 19.6303 -8.7044 -5.5419  0.06
H97 17.6843 -11.7102 -9.1334  0.11
H98 11.6879 -15.9284 -0.9612  0.08
H99 16.5315 -16.3117 -3.0325  0.11
H100 16.7992 -10.2931 2.2672  0.06
H101 27.2881 -8.1993 4.2996  0.09
H102 12.4415 -9.5858 -10.8732  0.12
O15 21.6087 -9.0782 -5.1734  -0.18
H103 24.9850 -7.9638 5.1887  0.12
H104 23.4116 -9.3590 -4.5753  0.10
H105 17.0790 -2.3646 0.5453  0.10
H106 21.3300 -14.1510 -1.6339  0.10
C38 19.0964 -12.5176 -6.7265  -0.19
H107 23.5212 -9.8422 -6.9913  0.10
H108 7.7346 -7.1901 -5.3785  0.06
C39 11.8492 -3.1176 -3.0304  -0.18
H109 21.5275 -15.2638 -8.6152  0.08
O16 17.3848 -0.0120 1.8053  -0.19
C40 21.7720 -8.3508 1.9941  -0.22
H110 23.8501 -10.1794 -11.5785  0.08
H111 27.5468 -0.6900 -1.5639  0.08
C41 18.9611 -12.9055 -0.0297  -0.09
H112 25.4954 -2.5827 -2.6221  0.11
O17 19.8782 -4.7538 -2.0529  -0.20
C42 15.9775 -10.8466 2.7215  -0.07
C43 22.5595 -15.3529 -8.9546  -0.07
H113 9.1057 -4.0660 -6.5407  0.11
N8 23.0746 -7.8963 2.3991  -0.06
C44 14.6723 -13.0258 -0.0634  -0.19
H114 19.9636 -12.4775 -0.0323  0.08
H115 14.1835 -19.1016 -2.8024  0.11
C45 14.1652 -11.0877 -1.4912  -0.20
H116 14.3532 -11.6893 -12.0712  0.11
H117 15.7312 -18.5922 -2.1949  0.10
N9 23.0768 -2.9611 -1.9658  -0.06
H118 21.0582 -7.6299 2.3929  0.10
H119 25.1424 -12.8826 -5.9761  0.09
C46 13.1837 -10.0820 -1.9276  -0.23
H120 9.3163 -3.2560 -4.2383  0.12
H121 16.6006 -10.3661 -8.5409  0.10
H122 13.5026 -6.1883 -5.6545  0.12
O18 9.4058 -8.6346 -4.2344  -0.20
H123 19.9682 -6.1730 -3.5868  0.06
N10 14.9130 -17.3780 -3.7032  -0.08
C47 20.5943 -8.2827 -5.8268  -0.05
H124 16.9979 -16.9411 -7.6962  0.09
C48 14.7590 -18.2205 -2.5187  -0.16
O19 24.0532 -9.6152 -9.6272  -0.20
H125 23.1552 -9.0800 4.2403  0.11
H126 21.2426 -2.5227 -2.9243  0.12
H127 21.6869 -9.3779 2.3489  0.12
H128 24.2059 -16.9569 -13.7256  0.10
H129 10.4365 -9.6298 -5.6984  0.12
H130 13.0653 -8.4358 -6.1266  0.11
C49 23.5501 -1.6658 -2.5430  -0.18
H131 20.6564 -8.3220 -6.9143  0.08
H132 11.8571 -8.1802 -13.1838  0.09
H133 26.3063 -7.6628 -7.9435  0.12
H134 23.7137 -8.4618 1.8587  0.10
C50 22.2421 -8.9647 -1.7220  -0.09
H135 19.8773 -5.5639 0.9221  0.10
H136 25.4092 -0.8762 -3.2578  0.12
C51 8.3271 -9.5131 -4.5013  -0.14
C52 15.1444 -4.6608 -2.4971  -0.12
O20 16.6470 -16.4171 -5.8080  -0.21
H137 27.1712 -1.0822 0.1396  0.08
O21 18.9005 -14.0626 -0.8520  -0.19
C53 12.7038 -8.7099 -13.6203  -0.09
H138 21.8444 -5.0738 -2.4963  0.11
H139 27.2303 -17.6083 -13.3587  0.12
H140 24.9124 -16.2118 -15.8668  0.07
H141 11.1672 -2.8239 -2.2324  0.12
H142 11.3517 -7.7407 -0.5288  0.10
O22 17.2126 -8.3004 -2.9104  -0.20
H143 15.6654 -6.2555 -5.4173  0.11
H144 24.4686 -14.2179 -10.0556  0.13
H145 14.1228 -16.3273 -1.4364  0.09
O23 12.6499 -17.7454 -1.3132  -0.22
C54 25.0907 -1.5795 -2.4884  -0.22
H146 17.0242 -6.8419 -7.2108  0.08
H147 16.5108 -11.5628 3.3467  0.09
C55 18.0159 -11.7632 -5.9391  -0.20
H148 18.6053 -13.1664 0.9670  0.09
H149 26.1872 -18.0127 -14.6824  0.11
C56 15.1983 -7.2403 -5.4142  -0.16
H150 18.9739 -14.8902 -2.7340  0.12
H151 19.9367 -12.0569 -2.1995  0.09
H152 19.0830 -1.8114 2.1584  0.12
H153 13.2385 -11.6148 0.1804  0.09
H154 21.4996 -4.7830 -0.8583  0.11
C57 13.7641 -7.0456 -5.0342  -0.28
H155 23.7411 -13.4789 -11.3818  0.11
H156 10.8375 -8.9890 -1.6639  0.08
H157 15.0355 -15.3223 -5.6227  0.12
C58 24.7856 -7.7330 4.1422  -0.21
H158 12.2218 -16.7438 0.4954  0.08
H159 15.0709 -15.3406 -3.0008  0.10
N11 24.8499 -8.2333 -6.7689  -0.06
C59 21.5059 -8.3305 0.4548  -0.21
C60 21.2078 -4.4610 -1.8580  -0.27
H160 23.3421 -16.3891 -11.1740  0.11
H161 15.5803 0.9166 2.1892  0.09
H162 18.2178 -12.2529 -0.4878  0.07
H163 26.0731 -9.0416 -9.7937  0.12
C61 24.1955 -12.3656 -5.8209  -0.06
C62 18.9155 -5.1698 1.2504  -0.20
C63 10.6410 -9.1332 -4.7499  -0.18
C64 17.2390 -1.1264 2.7131  -0.23
H164 27.0954 -7.2236 2.9588  0.08
H165 10.7713 -17.2685 -0.5081  0.08
H166 17.3424 -9.3707 -5.0526  0.10
H167 18.5596 -13.1815 -7.4042  0.10
O24 25.5848 -8.5507 3.2654  -0.19
C65 19.6594 -5.1387 -3.4350  -0.07
H168 16.2084 -1.4718 2.6320  0.12
N12 25.1273 -15.8958 -12.1701  -0.04
H169 16.3730 -11.7334 0.3905  0.09
H170 14.9936 -9.7927 -10.8709  0.10
C66 15.8603 -11.5322 -10.1339  -0.19
C67 18.1539 -9.2747 -3.1318  -0.25
C68 20.9882 -12.4020 -8.1811  -0.08
H171 18.3225 -2.9610 3.1537  0.12
H172 24.4524 -11.3313 -5.5926  0.07
C69 26.9727 -1.3376 -0.9013  -0.09
C70 14.0748 -17.4095 -1.3154  -0.15
H173 19.3430 -10.4103 -5.3821  0.07
H174 13.7773 -9.3770 -2.5096  0.12
H175 11.0761 -9.8027 -4.0079  0.10
H176 23.1844 -9.3184 -2.1403  0.08
H177 23.2068 -0.7889 -1.9941  0.11
C71 16.4281 -7.6947 -7.5356  -0.10
C72 17.8425 -7.1806 2.0014  -0.07
H178 16.9514 -8.6027 -7.2358  0.05
H179 21.4411 -9.6048 -2.0919  0.08
H180 19.2591 -8.7174 -10.4255  0.10

Forces on atoms 1 to 2 (eV/Å):
1.89 1.18 -0.36
-0.43 -0.14 0.43